Density functional theory data (ωB97M-V/def2-TZVPD) for a 8-piece molecular cluster, C19H30N8O4 overall at a distorted geometry.

Output
**SMILES**: NCC[C@@H]1OC(=O)O[C@H]1O.CC#N.CC#N.CC#N.CC#N.CC#N.CC#N.CC#N
**Gap between HOMO and LUMO**: 9.33 eV

Each atom is followed by the atoms it is bonded to, with distances in Å.
Geometry (Å):
1 N -1.71597 -2.57100 -0.06556  C2 1.455, H11 1.006, H12 1.007
2 C -1.36873 -1.15905 -0.02435  N1 1.455, C3 1.539, H13 1.083, H14 1.090
3 C -0.86340 -0.62094 1.32598  C2 1.539, C4 1.513, H15 1.092, H16 1.086
4 C 0.12543 -1.51520 2.04215  C3 1.513, O5 1.471, C9 1.548, H17 1.087
5 O -0.16963 -1.39815 3.47897  C4 1.471, C6 1.336
6 C 0.98349 -1.50541 4.14493  O5 1.336, O7 1.204, O8 1.368
7 O 1.12922 -1.97160 5.24509  C6 1.204
8 O 1.98320 -0.96977 3.38057  C6 1.368, C9 1.412
9 C 1.62571 -1.13439 2.02489  C4 1.548, O8 1.412, O10 1.424, H18 1.084
10 O 2.39014 -2.20686 1.48218  C9 1.424, H19 0.964
11 H -0.99905 -3.19056 0.27177  N1 1.006
12 H -2.60558 -2.77248 0.36028  N1 1.007
13 H -2.27787 -0.61277 -0.24558  C2 1.083
14 H -0.66366 -0.94159 -0.82688  C2 1.090
15 H -0.35054 0.32351 1.13197  C3 1.092
16 H -1.68525 -0.39200 1.99781  C3 1.086
17 H 0.07271 -2.58147 1.83825  C4 1.087
18 H 1.92335 -0.31583 1.37941  C9 1.084
19 H 2.41580 -2.92893 2.12062  O10 0.964
20 C -2.60238 2.53791 -2.64522  C21 1.460, H23 1.087, H24 1.079, H25 1.087
21 C -2.69644 2.03047 -1.27970  C20 1.460, N22 1.149
22 N -2.76960 1.62894 -0.20544  C21 1.149
23 H -3.38058 2.08731 -3.25567  C20 1.087
24 H -2.71982 3.61064 -2.65305  C20 1.079
25 H -1.62999 2.28647 -3.06053  C20 1.087
26 C -2.03335 -4.25125 3.91410  C27 1.461, H29 1.087, H30 1.088, H31 1.088
27 C -2.48104 -4.76256 2.62095  C26 1.461, N28 1.149
28 N -2.83485 -5.16156 1.60329  C27 1.149
29 H -0.97285 -4.01335 3.87781  C26 1.087
30 H -2.58596 -3.34867 4.16563  C26 1.088
31 H -2.20231 -5.00169 4.68351  C26 1.088
32 C 5.73187 -1.30765 0.86230  C33 1.459, H35 1.089, H36 1.088, H37 1.088
33 C 6.67911 -1.90513 -0.07239  C32 1.459, N34 1.148
34 N 7.42700 -2.37850 -0.80417  C33 1.148
35 H 4.73597 -1.71769 0.70022  C32 1.089
36 H 6.04075 -1.51938 1.88388  C32 1.088
37 H 5.70286 -0.22964 0.71583  C32 1.088
38 C 5.80055 -3.67552 -3.50299  C39 1.460, H41 1.088, H42 1.088, H43 1.087
39 C 4.66177 -4.53232 -3.81850  C38 1.460, N40 1.148
40 N 3.76629 -5.20699 -4.06639  C39 1.148
41 H 6.61815 -3.88034 -4.19072  C38 1.088
42 H 5.51301 -2.63033 -3.59382  C38 1.088
43 H 6.13913 -3.86094 -2.48697  C38 1.087
44 C -1.75337 7.04912 -4.53041  C45 1.457, H47 1.088, H48 1.088, H49 1.088
45 C -1.44486 5.62539 -4.50802  C44 1.457, N46 1.148
46 N -1.17402 4.50985 -4.49136  C45 1.148
47 H -2.82857 7.18869 -4.43433  C44 1.088
48 H -1.25358 7.54608 -3.70171  C44 1.088
49 H -1.41287 7.48526 -5.46732  C44 1.088
50 C 0.33419 0.89144 7.01588  C51 1.460, H53 1.088, H54 1.088, H55 1.086
51 C -0.02553 2.28416 6.76815  C50 1.460, N52 1.148
52 N -0.30667 3.37968 6.57105  C51 1.148
53 H 1.33305 0.83808 7.44332  C50 1.088
54 H -0.37475 0.44427 7.70925  C50 1.088
55 H 0.31716 0.33280 6.08526  C50 1.086
56 C -5.37240 4.14386 -6.25986  C57 1.458, H59 1.088, H60 1.088, H61 1.088
57 C -4.80221 4.45729 -4.95459  C56 1.458, N58 1.148
58 N -4.35028 4.68607 -3.92428  C57 1.148
59 H -6.35522 3.69503 -6.13285  C56 1.088
60 H -5.46871 5.05397 -6.84810  C56 1.088
61 H -4.72410 3.44525 -6.78502  C56 1.088